1.
75
Properties=species:S:1:pos:R:3:lowdin_spin:R:1 method="wB97M-V/def2-TZVPD" de_lowest_kcal_mol=0.0 total_charge=+1 s2=6.0934 homo_ha="-0.2575 / -0.3955" e_tot_ev=-86086.4528 multiplicity=5 lumo_energy_ev="-3.6 / -4.7" gap_ev="3.42 / 6.07"
Fe 0.1494 0.0318 -0.9400 2.561
P 0.2475 -2.1837 -1.1851 -0.002
P 0.2380 2.2718 -0.9519 0.007
N 0.1056 0.1475 -3.1199 0.073
C 0.3521 -2.3160 -3.0310 0.002
H 1.0237 -3.1535 -3.2931 0.000
H -0.6497 -2.5989 -3.3831 0.000
C 0.7753 -1.0419 -3.7510 0.006
H 1.8611 -0.9397 -3.7471 0.000
H 0.4412 -1.0948 -4.7975 0.001
C 0.7705 1.4006 -3.6303 0.005
H 0.4158 1.5543 -4.6658 0.001
H 1.8644 1.3038 -3.6420 0.000
C 0.3284 2.5903 -2.7733 0.002
H -0.6804 2.8933 -3.0960 0.000
H 1.0002 3.4487 -2.9579 0.000
C 1.7118 3.2193 -0.3105 -0.001
C 2.0295 2.9103 1.1534 0.002
H 2.8969 3.5107 1.4636 0.000
H 2.2995 1.8580 1.2925 0.001
H 1.1970 3.1555 1.8252 0.001
C -1.2785 3.1583 -0.3486 0.009
C -1.2921 3.3973 1.1592 0.001
H -2.3101 3.6771 1.4631 0.001
H -0.6357 4.2242 1.4584 0.000
H -1.0242 2.5001 1.7267 0.000
C -1.2752 -3.1187 -0.6774 0.008
C -1.3001 -3.4957 0.8020 0.001
H -2.3186 -3.8099 1.0692 0.001
H -1.0446 -2.6518 1.4517 0.000
H -0.6384 -4.3408 1.0283 0.000
C 1.7153 -3.1927 -0.6346 -0.001
C 2.0304 -3.0318 0.8537 0.002
H 2.8956 -3.6618 1.1058 0.000
H 1.1958 -3.3390 1.4964 0.001
H 2.3026 -1.9995 1.0970 0.001
C 1.8661 0.0081 -0.3873 -0.036
O 3.0440 0.0039 -0.2590 -0.019
C -1.6299 4.4414 -1.1044 0.001
H -0.9107 5.2440 -0.9198 0.000
H -1.7131 4.3037 -2.1833 0.000
H -2.6077 4.8002 -0.7569 0.000
C -1.6278 -4.3222 -1.5540 0.001
H -2.6083 -4.7088 -1.2454 0.000
H -1.7047 -4.0784 -2.6148 0.000
H -0.9094 -5.1389 -1.4430 0.000
C 1.6659 -4.6757 -1.0254 -0.001
H 2.6621 -5.1099 -0.8535 0.000
H 0.9571 -5.2456 -0.4106 0.000
H 1.4302 -4.8335 -2.0833 0.000
C 1.6647 4.7336 -0.5520 -0.001
H 0.9582 5.2409 0.1182 0.000
H 2.6621 5.1452 -0.3380 0.000
H 1.4290 4.9969 -1.5889 0.000
H 2.5385 2.8093 -0.9159 0.000
H 2.5461 -2.7279 -1.1932 0.000
H -2.0576 2.4124 -0.5752 0.004
H -2.0548 -2.3571 -0.8365 0.004
H -0.7765 0.1614 -3.6275 0.005
H -1.2446 -0.0755 -0.3994 0.079
N -1.1905 -0.2530 6.3843 0.023
C -2.1054 -0.2172 5.3630 0.056
O -3.3151 -0.2423 5.5696 0.071
C -1.5301 -0.1685 3.9849 0.237
C -0.1543 -0.1797 3.6991 0.059
C 0.2796 -0.1230 2.3686 0.137
N -0.6087 -0.0688 1.3572 0.462
C -1.9345 -0.0690 1.6023 0.148
C -2.4357 -0.1158 2.9039 0.057
H -1.5565 -0.2392 7.3247 0.001
H -0.2084 -0.1307 6.2586 0.001
H 0.6200 -0.2361 4.4711 0.003
H 1.3426 -0.1238 2.1246 0.007
H -2.6639 -0.0292 0.7893 0.014
H -3.5181 -0.1139 3.0384 0.003

=====

2.
73
Properties=species:S:1:pos:R:3:lowdin_charge:R:1 method="wB97M-V/def2-TZVPD" total_charge=+3 homo_ha="-0.5670 / -0.5670" e_tot_ev=-171616.8061 lumo_energy_ev="-11.4 / -12.7" gap_ev="4.01 / 2.68"
Ga 0.4165 -0.3470 0.3475 0.066
P 2.4364 -1.4669 1.4874 0.791
P 1.9578 0.3377 -1.6779 0.796
P -1.1839 -1.2179 2.0978 0.765
H -5.9755 -0.0365 -6.1688 0.057
C -6.6782 0.2027 -5.3640 -0.116
C -7.0194 1.4720 -5.0895 -0.052
H -6.6060 2.3099 -5.6595 0.058
C 2.8285 -3.1429 0.8485 -0.216
C 4.0221 -0.5830 1.2524 -0.222
C 2.4357 -1.7611 3.2944 -0.213
C 0.8696 1.0871 -2.9449 -0.219
C 3.3138 1.5583 -1.5497 -0.209
C 2.7377 -1.0341 -2.6055 -0.227
C -2.8579 -0.7660 1.5216 -0.214
C -1.1953 -0.6804 3.8386 -0.213
C -1.2432 -3.0398 2.1989 -0.228
H -7.1347 -0.6375 -4.8317 0.053
H -7.7511 1.7116 -4.3116 0.058
H 3.7457 -3.4953 1.3417 0.083
H 2.9804 -3.1246 -0.2367 0.044
H 2.0104 -3.8369 1.0751 0.057
H 4.7869 -1.0863 1.8609 0.083
H 3.9322 0.4548 1.5923 0.054
H 4.3449 -0.5863 0.2048 0.044
H 3.3388 -2.3396 3.5419 0.084
H 1.5515 -2.3261 3.6150 0.044
H 2.4716 -0.8161 3.8499 0.050
H 1.4941 1.5855 -3.6998 0.084
H 0.2176 1.8296 -2.4688 0.055
H 0.2382 0.3238 -3.4188 0.058
H 4.0350 1.3996 -2.3667 0.083
H 3.8362 1.4614 -0.5904 0.034
H 2.9039 2.5736 -1.6156 0.063
H 3.2706 -0.5974 -3.4628 0.084
H 1.9635 -1.7286 -2.9544 0.034
H 3.4472 -1.5876 -1.9768 0.047
H -3.5823 -1.0252 2.3063 0.082
H -3.1112 -1.2842 0.5886 0.050
H -2.8941 0.3146 1.3370 0.066
H -2.0402 -1.1652 4.3527 0.084
H -1.3166 0.4085 3.8851 0.067
H -0.2621 -0.9465 4.3528 0.045
H -1.9734 -3.3201 2.9732 0.085
H -0.2586 -3.4523 2.4579 0.046
H -1.5468 -3.4494 1.2266 0.031
C -1.8810 -1.9101 -2.0772 -0.582
C -2.3766 -0.5922 -2.1991 -0.121
C -3.5117 -0.3319 -2.9699 -0.012
C -4.1850 -1.3723 -3.6172 0.020
C -3.7211 -2.6908 -3.4765 -0.004
C -2.5843 -2.9630 -2.7167 -0.080
Se -0.2967 -2.3537 -1.1569 0.884
H -0.5579 0.7968 -0.0823 0.005
H -1.8635 0.2271 -1.6924 0.063
H -3.8752 0.6964 -3.0665 0.132
H -5.0609 -1.1523 -4.2266 0.082
H -4.2512 -3.5106 -3.9655 0.136
H -2.2167 -3.9847 -2.6095 0.117
C 2.9562 5.2038 3.7435 -0.017
C 2.3189 4.0444 3.0367 -0.232
C 2.0219 2.8726 3.7388 0.011
C 1.4461 1.7982 3.0610 -0.151
N 1.1995 1.8291 1.7442 -0.027
C 1.4034 2.9802 1.0833 -0.142
C 1.9959 4.0968 1.6773 0.016
H 2.3058 5.5939 4.5353 0.107
H 3.8954 4.8957 4.2174 0.103
H 3.1723 6.0195 3.0474 0.092
H 2.2297 2.7632 4.8043 0.136
H 1.1904 0.8866 3.6099 0.078
H 1.0953 3.0278 0.0332 0.101
H 2.1942 4.9796 1.0688 0.132

=====

3.
77
Properties=species:S:1:pos:R:3:lowdin_charge:R:1 method="wB97M-V/def2-TZVPD" homo_ha=-0.2492 e_tot_ev=-49483.1589 lumo_energy_ev=-0.1 gap_ev=6.66
C 1.2119 -2.6977 1.1875 -0.036
C 1.0426 -1.3745 0.5752 -0.154
C 2.3188 -0.3705 0.4448 -0.269
P 1.6789 1.4105 0.5287 0.756
C 2.7034 2.9778 0.0576 -0.200
C 2.4481 1.5870 2.2952 -0.312
C 4.0739 1.6611 2.2711 -0.247
O 4.6537 1.9576 3.3644 -0.043
C -0.0080 1.7594 1.3017 -0.291
C -0.7535 3.0817 0.7258 -0.230
C -2.2891 2.9872 1.1771 -0.218
C -3.1847 4.2265 0.6879 -0.207
C -3.7922 4.0787 -0.7915 -0.202
C -4.5060 2.6720 -1.0732 -0.222
C -5.8299 2.4033 -0.2045 -0.196
C -6.2331 0.8284 -0.2189 -0.172
C -5.1909 -0.0983 0.5712 -0.241
O -5.7556 -1.4373 0.6992 -0.252
C -4.7355 -2.3906 1.0997 -0.121
C 1.0081 1.1891 -1.2424 -0.256
C 2.0519 1.3800 -2.4199 -0.030
C 1.4055 1.1486 -3.8204 -0.057
C -0.0710 0.8097 -4.0773 -0.133
N -0.9661 0.6389 -2.9965 0.004
C -0.4104 0.8101 -1.7007 -0.135
H 0.8846 -2.7520 2.2952 0.062
H 1.5838 -3.6020 0.6038 0.039
H -0.0158 -1.1012 0.2551 0.075
H 3.0258 -0.6837 1.2796 0.082
H 2.8364 -0.5971 -0.5694 0.065
H 2.7809 3.7150 0.9448 0.072
H 2.0726 3.5490 -0.7280 0.063
H 3.7277 2.7081 -0.3693 0.052
H 2.1033 0.6897 2.9257 0.102
H 2.1357 2.5939 2.7738 0.095
H 4.6979 1.4729 1.3253 0.110
H 0.0812 1.9449 2.4398 0.093
H -0.6684 0.8111 1.2258 0.082
H -0.6038 3.2446 -0.3917 0.102
H -0.2872 3.9663 1.3108 0.119
H -2.3499 2.9465 2.3260 0.119
H -2.6739 1.9605 0.8131 0.091
H -4.0196 4.3561 1.4705 0.104
H -2.5188 5.1622 0.7225 0.111
H -4.5949 4.8895 -0.9059 0.112
H -2.9744 4.2434 -1.5708 0.108
H -4.8393 2.6867 -2.1821 0.121
H -3.8294 1.7597 -0.9658 0.079
H -5.7276 2.7572 0.8795 0.107
H -6.6960 2.9330 -0.7497 0.112
H -7.2619 0.6801 0.2753 0.117
H -6.2991 0.4093 -1.2884 0.124
H -4.9794 0.2890 1.6318 0.135
H -4.2473 -0.1998 -0.0763 0.110
H -4.6046 -2.2831 2.2417 0.099
H -3.7493 -2.1947 0.5379 0.090
H -5.0640 -3.4486 0.7988 0.098
H 3.1482 1.6215 -2.2663 0.088
H 2.0944 1.2414 -4.7343 0.082
H -0.4206 0.6724 -5.1592 0.102
H -1.1747 0.6225 -0.8557 0.088
C 5.3718 -2.3183 -1.0464 -0.676
O 4.2521 -1.8335 -1.1157 0.012
N 5.7257 -3.4387 -1.7239 0.153
N 6.3570 -1.7791 -0.2868 0.160
H 6.6390 -3.8532 -1.6812 0.096
H 5.0200 -3.8687 -2.3002 0.110
H 6.1327 -0.9458 0.2320 0.103
H 7.2822 -2.1621 -0.2166 0.098
C 2.2070 -6.7611 0.1947 -0.702
O 1.2920 -6.1694 -0.3555 0.020
N 2.0485 -7.9781 0.7727 0.146
N 3.4628 -6.2530 0.2761 0.150
H 2.7871 -8.4807 1.2298 0.092
H 1.1298 -8.3884 0.7330 0.107
H 3.6205 -5.3497 -0.1414 0.091
H 4.2282 -6.7229 0.7240 0.092